7
Properties=species:S:1:pos:R:3:forces:R:3:lowdin_charge:R:1 method="wB97M-V/def2-TZVPD" total_charge=0 relative_energy_kj_mol=281.1 lumo_energy_ha=-0.0464
C -1.402068 0.983143 -0.917259 1.6 -2.4 -2.0 -0.74
N 1.776659 -1.418261 0.780740 -0.3 0.2 0.1 -0.31
O -2.015579 0.804275 -1.877870 0.7 0.1 1.2 0.18
O 0.266272 -0.272107 -0.804155 -2.8 2.0 -1.3 -0.50
P 0.575587 -0.423338 0.702189 1.2 -1.1 1.1 0.56
Cl -1.244458 1.921681 0.371068 -0.4 1.1 0.9 0.87
H 2.043587 -1.595393 1.745287 0.0 0.0 0.0 -0.07

=====

7
Properties=species:S:1:pos:R:3:forces:R:3:lowdin_charge:R:1 method="wB97M-V/def2-TZVPD" total_charge=+2 relative_energy_kj_mol=296.1 lumo_energy_ha="-0.4051 / -0.4651" multiplicity=5
O -0.323443 -0.306428 -0.540018 -2.0 0.8 -2.3 -0.05
C 0.427399 -0.638562 0.304570 1.2 0.1 2.4 -0.21
C 1.152380 -0.840453 1.360562 -0.5 0.2 -0.5 0.12
H 2.034693 -0.218805 1.521204 0.0 -0.3 -0.1 0.12
H -1.854024 2.711855 -2.844753 -0.2 -0.7 0.5 -0.02
H 0.798970 -1.543045 2.117274 0.2 0.0 -0.2 0.12
Ho -2.235974 0.835439 -1.918839 1.4 0.0 0.3 1.92

=====

7
Properties=species:S:1:pos:R:3:forces:R:3:lowdin_charge:R:1 method="wB97M-V/def2-TZVPD" total_charge=+2 relative_energy_kj_mol=0.0 lumo_energy_ha="-0.4672 / -0.4660" multiplicity=2
O -1.502494 -0.170713 -1.208349 1.3 -0.7 -0.5 0.03
C -0.694989 -0.776076 -1.767432 -1.5 0.8 0.5 0.21
H 0.505507 -0.656895 -0.145507 2.8 -1.2 -1.3 0.06
O 1.250111 0.005997 1.232178 -1.5 4.0 7.3 -0.11
O 1.478570 -0.489279 0.159997 -1.3 -3.5 -6.6 0.06
Li 0.181038 1.544642 0.494274 3.9 3.3 -1.8 0.79
Ag -1.217740 0.542325 1.234837 -3.8 -2.7 2.4 0.96

=====

11
Properties=species:S:1:pos:R:3:forces:R:3:lowdin_charge:R:1 method="wB97M-V/def2-TZVPD" total_charge=0 relative_energy_kj_mol=0.0 lumo_energy_ha="0.0268 / -0.1310" multiplicity=3
C -0.082941 1.426587 -0.424378 -1.0 10.0 -2.2 0.02
C 0.056028 0.178807 -0.054818 2.4 -12.0 2.9 -0.35
C 1.353447 -0.678225 -0.145731 -2.5 1.7 -0.3 -0.78
C -1.147371 -0.675536 0.382831 -0.3 -0.5 0.0 -0.05
O 1.470371 -1.857391 -0.354855 -0.3 0.4 0.4 -0.01
Br 2.945283 0.449319 0.072445 0.1 0.1 0.0 0.67
H -1.067247 1.880780 -0.251968 0.5 0.0 -0.3 0.08
H 0.752657 2.130968 -0.625704 -0.7 -0.8 0.2 0.07
H -1.136252 -1.527655 -0.425261 -0.4 1.3 1.5 0.12
H -2.205098 -0.104162 0.421527 2.7 -1.3 -0.2 0.12
H -0.938873 -1.223493 1.405916 -0.5 1.1 -2.0 0.12

=====

18
Properties=species:S:1:pos:R:3:forces:R:3:lowdin_charge:R:1 method="wB97M-V/def2-TZVPD" total_charge=0 relative_energy_kj_mol=779.2 lumo_energy_ha=-0.0219
O 3.016708 0.101617 -0.573510 2.9 -1.8 -0.9 -0.05
H 2.318629 0.753737 -0.513099 1.4 -1.7 -0.2 -0.17
H 2.749963 -0.469457 -1.293904 0.2 -0.4 0.0 0.03
O -0.014731 -0.209492 0.421310 5.4 -2.1 -7.5 0.08
H 0.569843 0.532249 0.265350 -0.9 -0.9 0.8 -0.09
H -0.600658 -0.216568 -0.335576 0.3 -0.2 0.3 -0.07
O -2.311200 -1.686646 0.359001 -0.9 -0.7 -0.4 -0.05
H -1.762063 -2.469730 0.320835 0.1 -0.2 0.2 0.05
H -1.690420 -0.961379 0.428668 -0.8 -0.8 0.8 -0.02
O -0.866909 -0.425692 2.195461 -3.7 -0.8 8.9 -0.09
H -0.526237 -0.284307 1.312180 -0.7 0.1 2.0 -0.34
H -0.269474 0.060452 2.763769 -0.1 0.0 0.4 0.01
O 1.295708 1.403943 -0.194149 -0.3 6.8 -0.7 0.13
H 1.348590 1.822482 -1.053372 -0.6 0.6 -0.5 0.15
H 1.821506 1.962994 0.377885 0.1 0.6 0.7 0.16
O -1.565340 0.108988 -1.133367 -1.8 1.8 -3.6 0.02
H -1.042529 -0.028586 -1.923286 0.0 0.0 -0.7 0.10
H -2.471386 0.005395 -1.424195 -0.5 -0.4 0.3 0.11

=====

16
Properties=species:S:1:pos:R:3:forces:R:3:lowdin_charge:R:1 method="wB97M-V/def2-TZVPD" total_charge=0 relative_energy_kj_mol=423.6 lumo_energy_ha=0.0257
C -1.660209 0.374077 -2.532611 -1.0 -0.3 2.6 -0.01
C -0.696955 0.480234 -1.484109 2.1 0.7 -0.5 -0.27
C 0.258075 0.544963 -0.701261 -0.8 -0.2 -0.2 -0.02
C 0.800279 0.340463 0.649349 0.3 0.1 0.2 -0.46
C 1.789226 -0.837814 0.630295 0.1 0.0 0.1 -0.09
C -0.292337 0.121979 1.704616 0.0 -0.1 0.0 -0.09
H -2.329153 1.200597 -2.758550 0.4 0.0 -0.2 0.06
H -1.693891 -0.537577 -3.137923 -0.2 0.3 0.5 0.07
H -1.955783 0.300075 -1.096000 -0.8 -0.6 -2.4 0.21
H 1.360096 1.244557 0.927692 0.0 -0.2 0.0 0.13
H 1.276435 -1.773540 0.373219 0.0 0.2 0.0 0.08
H 2.250425 -0.963416 1.617277 -0.1 0.0 -0.2 0.07
H 2.585210 -0.676557 -0.104495 -0.2 0.0 0.1 0.08
H -0.855980 -0.792187 1.478502 0.1 0.2 0.0 0.08
H 0.154327 0.006285 2.700711 -0.1 0.0 -0.2 0.07
H -0.989765 0.967862 1.733287 0.1 -0.2 0.0 0.08